[1]
The following is a DFT calculation (wB97M-V/def2-TZVPD) of a structure of composition C48H44BGeN5O4W at a distorted geometry.

Geometry (Å):
W1 0.233 1.154 -0.768
O1 -4.361 6.297 -0.833
C1 -3.621 6.195 0.114
O2 -3.291 6.793 1.109
C2 -2.734 4.810 -0.017
C3 -2.836 4.051 -1.168
C4 -1.979 2.961 -1.320
N1 -1.093 2.632 -0.353
C5 -1.028 3.361 0.778
C6 -1.836 4.479 0.979
C7 0.017 2.902 1.688
C8 0.195 3.411 2.974
C9 1.230 2.931 3.757
C10 2.067 1.953 3.222
C11 1.830 1.486 1.943
N2 0.826 1.936 1.165
C12 -1.968 2.081 -2.487
C13 -2.863 2.197 -3.550
C14 -2.828 1.279 -4.583
C15 -1.914 0.229 -4.506
C16 -1.042 0.171 -3.439
N3 -1.030 1.093 -2.453
H1 -3.569 4.334 -1.908
H2 -1.776 5.097 1.861
H3 -0.483 4.160 3.356
H4 1.379 3.304 4.759
H5 2.884 1.549 3.800
H6 2.459 0.712 1.513
H7 -3.585 2.996 -3.558
H8 -3.507 1.352 -5.418
H9 -1.881 -0.539 -5.261
H10 -0.337 -0.656 -3.351
C17 -4.354 -2.315 5.338
C18 -5.222 -2.210 4.074
C19 -6.112 -3.450 4.000
C20 -6.126 -0.969 4.150
C21 -4.317 -2.056 2.867
C22 -4.355 -2.931 1.774
C23 -3.545 -2.786 0.657
C24 -2.660 -1.727 0.662
O3 -1.742 -1.322 -0.269
B1 -1.130 -0.185 0.233
O4 -1.669 0.121 1.474
C25 -2.609 -0.842 1.746
C26 -3.422 -0.984 2.845
H11 -4.982 -2.520 6.201
H12 -3.808 -1.396 5.533
H13 -3.639 -3.128 5.234
H14 -6.699 -3.524 4.913
H15 -5.520 -4.358 3.914
H16 -6.806 -3.388 3.166
H17 -6.793 -1.051 5.003
H18 -6.728 -0.892 3.246
H19 -5.548 -0.054 4.254
H20 -5.033 -3.767 1.791
H21 -3.606 -3.480 -0.167
H22 -3.361 -0.280 3.656
C27 4.450 3.790 -2.719
N4 3.059 4.204 -2.738
C28 2.730 5.436 -3.431
C29 2.158 3.489 -2.192
N5 1.332 2.834 -1.686
H23 5.050 4.580 -2.265
H24 4.808 3.617 -3.736
H25 4.560 2.872 -2.142
H26 3.343 6.245 -3.031
H27 1.679 5.677 -3.288
H28 2.932 5.333 -4.500
C30 1.451 -0.339 -0.632
Ge1 2.711 -1.820 -0.700
C31 1.875 -3.222 -1.840
C32 1.687 -4.496 -1.328
C33 1.155 -5.498 -2.122
C34 0.790 -5.229 -3.430
C35 0.969 -3.955 -3.946
C36 1.518 -2.959 -3.156
C37 2.901 -2.351 1.200
C38 4.079 -2.358 1.933
C39 4.074 -2.746 3.264
C40 2.893 -3.127 3.877
C41 1.713 -3.127 3.151
C42 1.718 -2.737 1.824
C43 4.204 -0.970 -1.740
C44 5.530 -1.317 -1.525
C45 6.540 -0.771 -2.302
C46 6.229 0.090 -3.340
C47 4.906 0.422 -3.579
C48 3.905 -0.088 -2.771
H29 1.128 -0.034 -1.722
H30 1.979 -4.706 -0.309
H31 1.033 -6.491 -1.718
H32 0.371 -6.008 -4.049
H33 0.698 -3.742 -4.969
H34 1.707 -1.982 -3.588
H35 5.011 -2.065 1.472
H36 4.997 -2.765 3.824
H37 2.890 -3.423 4.916
H38 0.792 -3.446 3.616
H39 0.794 -2.741 1.259
H40 5.775 -2.032 -0.754
H41 7.570 -1.023 -2.101
H42 7.012 0.498 -3.962
H43 4.650 1.071 -4.404
H44 2.874 0.201 -2.962

## Properties
- energy (eV) = -125134.24043
- spin multiplicity = 1
- net charge = +2
- orbital gap (eV) = 3.83
- highest occupied orbital energy (eV) = -12.2
- LUMO (eV) = -8.370
- energy relative to the best compared isomer or geometry (same formula, charge and spin) (kcal/mol) = 16.5

Atomic partial charges in e from the Mulliken method, atoms 1 to 8:
1 W -1.934
2 O -0.657
3 C 0.309
4 O -0.654
5 C -0.984
6 C -0.996
7 C 1.005
8 N 0.868

[2]
The following is a DFT calculation (wB97M-V/def2-TZVPD) of a structure of composition C48H44N4O4P2S2Ti at a distorted geometry.

Geometry (Å):
Ti1 -0.288 -0.618 0.297
O1 -0.084 2.167 2.614
S1 -0.178 1.925 1.169
C1 -1.591 2.749 0.598
C2 -2.230 3.710 1.364
C3 -3.188 4.527 0.763
C4 -3.565 4.355 -0.548
C5 -3.125 3.213 -1.243
C6 -2.167 2.399 -0.610
P1 -1.564 0.932 -1.437
C7 -0.985 1.645 -3.062
C8 -0.057 2.668 -3.000
C9 0.522 3.189 -4.182
C10 0.172 2.561 -5.426
C11 -0.768 1.553 -5.437
C12 -1.323 1.045 -4.283
C13 -3.077 -0.108 -1.866
C14 -4.358 0.100 -1.320
C15 -5.466 -0.645 -1.757
C16 -5.325 -1.541 -2.789
C17 -4.029 -1.853 -3.197
C18 -2.915 -1.156 -2.809
C19 1.142 2.957 0.491
C20 1.149 4.315 0.549
C21 2.392 4.995 0.167
C22 3.478 4.213 -0.180
C23 3.467 2.793 -0.168
C24 2.278 2.166 0.183
P2 2.212 0.294 0.184
C25 3.087 -0.139 1.716
C26 3.723 -1.354 1.784
C27 4.264 -1.762 2.990
C28 4.106 -0.954 4.127
C29 3.391 0.229 4.009
C30 2.894 0.741 2.827
C31 3.314 -0.149 -1.219
C32 2.869 0.345 -2.431
C33 3.732 0.293 -3.578
C34 5.056 0.018 -3.450
C35 5.518 -0.461 -2.192
C36 4.674 -0.547 -1.090
H1 -1.845 3.851 2.370
H2 -3.620 5.347 1.366
H3 -4.237 5.064 -1.058
H4 -3.533 3.003 -2.262
H5 0.393 3.123 -2.099
H6 1.391 3.873 -4.149
H7 0.539 3.032 -6.339
H8 -1.033 1.107 -6.438
H9 -2.052 0.214 -4.396
H10 -4.508 0.900 -0.632
H11 -6.366 -0.455 -1.234
H12 -6.145 -2.185 -3.018
H13 -3.922 -2.693 -3.877
H14 -1.945 -1.372 -3.201
H15 0.164 4.830 0.794
H16 2.398 6.036 0.073
H17 4.353 4.701 -0.457
H18 4.391 2.222 -0.214
H19 3.737 -2.011 0.835
H20 4.749 -2.719 3.108
H21 4.523 -1.317 5.085
H22 3.222 0.737 4.941
H23 2.271 1.636 2.821
H24 1.872 0.790 -2.552
H25 3.335 0.515 -4.545
H26 5.814 0.062 -4.214
H27 6.573 -0.761 -2.086
H28 5.137 -0.815 -0.148
C37 1.848 -4.195 2.060
C38 1.061 -2.936 1.759
N1 0.913 -2.395 0.585
N2 1.575 -3.132 -0.388
C39 1.339 -2.641 -1.564
N3 1.973 -3.272 -2.612
S2 0.273 -1.344 -1.960
C40 0.407 -2.228 2.886
C41 0.575 -2.629 4.195
C42 0.046 -1.876 5.250
C43 -0.619 -0.664 4.951
C44 -0.706 -0.297 3.605
N4 -0.104 -1.026 2.598
H29 1.186 -5.013 1.744
H30 2.639 -4.218 1.330
H31 2.114 -4.307 3.105
H32 2.354 -4.200 -2.547
H33 1.820 -2.961 -3.541
H34 1.140 -3.477 4.415
H35 0.303 -2.264 6.240
H36 -0.944 0.046 5.725
H37 -1.388 0.513 3.319
C45 -4.331 -3.003 0.576
C46 -3.763 -2.013 1.607
C47 -3.243 -2.868 2.754
O2 -4.600 -0.952 1.848
C48 -2.494 -1.435 0.963
O3 -1.658 -2.211 0.425
O4 -2.293 -0.179 0.967
H38 -5.189 -3.473 0.999
H39 -3.585 -3.728 0.396
H40 -4.646 -2.514 -0.322
H41 -4.057 -3.378 3.253
H42 -2.695 -2.268 3.482
H43 -2.671 -3.716 2.545
H44 -5.392 -1.270 2.320

## Properties
- energy (eV) = -127992.22375
- spin multiplicity = 1
- net charge = +2
- orbital gap (eV) = 6.82
- highest occupied orbital energy (eV) = -13.2
- LUMO (eV) = -6.388
- energy relative to the best compared isomer or geometry (same formula, charge and spin) (kcal/mol) = 18.0

Atomic partial charges in e from the Mulliken method, atoms 1 to 8:
1 Ti -1.212
2 O -0.838
3 S 1.778
4 C -0.745
5 C -0.474
6 C -0.869
7 C -0.734
8 C -0.098

[3]
The following is a DFT calculation (wB97M-V/def2-TZVPD) of a structure of composition C48H44N6OPS2Ti at a distorted geometry.

Geometry (Å):
Ti1 0.589 -0.728 1.757
C1 2.058 -1.031 5.868
C2 1.613 -1.329 4.469
N1 1.029 -0.399 3.668
N2 0.762 0.857 4.184
C3 0.468 1.633 3.197
O1 0.551 1.180 1.952
C4 -0.030 3.003 3.425
C5 -0.138 3.532 4.711
C6 -0.619 4.816 4.890
C7 -0.999 5.583 3.794
C8 -0.896 5.057 2.515
C9 -0.414 3.771 2.331
C10 1.797 -2.507 3.808
C11 2.368 -3.710 4.359
C12 2.453 -4.835 3.619
C13 1.975 -4.807 2.265
C14 1.473 -3.656 1.767
N3 1.372 -2.480 2.467
H1 1.584 -0.114 6.214
H2 1.790 -1.841 6.547
H3 3.140 -0.890 5.924
H4 0.156 2.922 5.554
H5 -0.702 5.224 5.890
H6 -1.377 6.587 3.940
H7 -1.191 5.646 1.655
H8 -0.336 3.344 1.343
H9 2.720 -3.693 5.382
H10 2.876 -5.741 4.033
H11 2.025 -5.686 1.638
H12 1.140 -3.619 0.738
C15 0.493 -3.215 -4.786
C16 0.003 -4.247 -3.812
C17 -0.502 -5.463 -4.255
C18 -0.999 -6.411 -3.372
C19 -0.977 -6.154 -2.009
C20 -0.460 -4.958 -1.542
C21 0.016 -4.002 -2.435
N4 0.568 -2.786 -1.969
C22 0.129 -2.045 -0.898
N5 -1.156 -2.255 -0.562
C23 -1.954 -1.802 0.523
C24 -1.408 -1.257 1.680
C25 -2.293 -0.883 2.694
C26 -3.661 -1.055 2.561
C27 -4.172 -1.593 1.388
C28 -3.336 -1.972 0.352
C29 -3.908 -2.468 -0.950
N6 0.932 -1.229 -0.242
C30 2.232 -0.921 -0.753
C31 3.340 -1.133 0.075
C32 4.608 -0.767 -0.336
C33 4.787 -0.190 -1.588
C34 3.688 0.028 -2.400
C35 2.396 -0.318 -2.008
C36 1.243 0.032 -2.908
H13 0.407 -3.584 -5.806
H14 1.541 -2.956 -4.614
H15 -0.089 -2.295 -4.701
H16 -0.520 -5.660 -5.320
H17 -1.398 -7.343 -3.746
H18 -1.350 -6.885 -1.304
H19 -0.423 -4.769 -0.477
H20 1.412 -2.459 -2.410
H21 -1.675 -2.748 -1.269
H22 -1.900 -0.444 3.606
H23 -4.332 -0.758 3.357
H24 -5.243 -1.703 1.264
H25 -4.995 -2.505 -0.893
H26 -3.564 -3.477 -1.206
H27 -3.638 -1.789 -1.764
H28 3.198 -1.604 1.042
H29 5.453 -0.934 0.319
H30 5.774 0.104 -1.920
H31 3.817 0.511 -3.361
H32 1.406 1.005 -3.369
H33 0.293 0.088 -2.377
H34 1.132 -0.686 -3.723
S1 -1.293 1.871 -4.415
P1 -1.390 2.357 -2.493
S2 -1.980 1.010 -1.157
C37 0.256 3.018 -1.988
C38 0.950 2.468 -0.923
C39 2.205 2.949 -0.568
C40 2.767 3.993 -1.283
C41 2.072 4.555 -2.350
C42 0.827 4.069 -2.704
C43 -2.411 3.872 -2.267
C44 -3.089 4.460 -3.323
C45 -3.855 5.601 -3.115
C46 -3.939 6.161 -1.851
C47 -3.262 5.573 -0.789
C48 -2.506 4.433 -0.996
H35 0.488 1.664 -0.360
H36 2.730 2.507 0.270
H37 3.744 4.376 -1.010
H38 2.509 5.375 -2.908
H39 0.292 4.487 -3.548
H40 -3.005 4.013 -4.306
H41 -4.386 6.055 -3.943
H42 -4.535 7.051 -1.690
H43 -3.334 6.000 0.204
H44 -2.001 3.951 -0.167

## Properties
- energy (eV) = -115559.79760
- spin multiplicity = 1
- net charge = -1
- orbital gap (alpha / beta) (eV) = 6.09 / 5.94
- highest occupied orbital energy (alpha / beta) (eV) = -4.0 / -3.7
- LUMO (alpha / beta) (eV) = 2.094 / 2.281
- energy relative to the best compared isomer or geometry (same formula, charge and spin) (kcal/mol) = 0.0

Atomic partial charges in e from the Mulliken method, atoms 1 to 8:
1 Ti -1.315
2 C -1.719
3 C 0.830
4 N 1.657
5 N -1.350
6 C -0.101
7 O 0.181
8 C 0.041

Question: Which value of spin multiplicity does entry 3 give?
Answer: 1

Question: Among the records above, which one has the highest energy relative to the best compared isomer or geometry (same formula, charge and spin)?
Answer: C48H44N4O4P2S2Ti

Question: Look up the net charge of the third one.
Answer: -1